#A
Entry from the Open Molecules 2025 dataset: a 2-piece molecular cluster, C4H12 overall (ωB97M-V with the def2-TZVPD basis set).

Element x y z (Å)
H: -3.02 -1.09 -0.56
H: 1.76 -0.88 2.22
H: -1.34 -0.94 -0.04
H: -1.76 -1.76 -1.59
C: 2.42 0.43 0.62
C: -1.99 -0.94 -0.91
H: 1.94 1.18 -0.01
H: -3.13 0.66 -1.82
C: 1.70 0.18 1.95
H: 3.50 0.61 0.64
H: 0.65 0.40 1.95
H: 2.27 0.60 2.78
H: -1.74 1.24 -1.02
H: -1.58 0.43 -2.60
H: 2.39 -0.52 0.05
C: -2.07 0.40 -1.64

total charge = -1
HOMO (spin up / spin down) = 1.5 / -7.5 eV
multiplicity = 2
gap between HOMO and LUMO (spin up / spin down) = 2.9 / 11.9 eV

#B
Entry from the Open Molecules 2025 dataset: a 2-piece molecular cluster, C4H12 overall (ωB97M-V with the def2-TZVPD basis set).

Element x y z (Å)
H: -1.11 3.31 -0.18
H: 0.58 2.03 -1.90
C: 0.03 1.70 -1.03
H: -0.80 -2.26 0.46
H: 2.05 -2.32 1.62
H: 0.50 -2.80 2.31
C: 0.99 -2.09 1.65
H: -1.47 2.99 -1.88
H: -0.19 0.64 -1.10
H: 0.67 1.93 -0.18
H: -2.13 1.93 -0.61
H: 0.58 -3.02 -0.34
C: 0.27 -2.17 0.29
H: 0.51 -1.29 -0.29
H: 0.81 -1.11 2.08
C: -1.29 2.53 -0.91

total charge = -1
HOMO (spin up / spin down) = 1.6 / -7.9 eV
multiplicity = 2
gap between HOMO and LUMO (spin up / spin down) = 2.7 / 12.5 eV

Bottom line: #B, by a margin of 0.146 eV.

#A
Entry from the Open Molecules 2025 dataset: one molecule with the formula CH2N2O3 (ωB97M-V with the def2-TZVPD basis set).

Element x y z (Å)
O: -0.69 -0.24 -1.79
H: 1.54 -1.59 -0.40
C: -0.19 -0.32 -0.72
O: 0.79 -0.36 1.09
N: 1.02 -0.74 -0.24
H: -0.68 1.98 0.52
O: -1.12 1.22 0.96
N: -0.66 0.05 0.58

HOMO = -9.7 eV
SMILES = O=c1[nH]on1O
multiplicity = 1
gap between HOMO and LUMO = 10.3 eV

#B
Entry from the Open Molecules 2025 dataset: a 2-piece molecular cluster, CH2N2O3 overall (ωB97M-V with the def2-TZVPD basis set).

Element x y z (Å)
H: -2.04 -1.23 1.09
N: -1.51 -0.91 0.35
O: 3.41 -0.22 0.82
H: 2.05 1.46 -1.05
N: 2.88 0.07 -0.21
C: -1.07 0.16 -0.02
O: -0.79 0.98 -0.82
O: 2.50 1.34 -0.22

HOMO = -10.5 eV
SMILES = N=C=O.O=NO
multiplicity = 1
gap between HOMO and LUMO = 10.9 eV

#C
Entry from the Open Molecules 2025 dataset: one molecule with the formula CH2N2O3 (ωB97M-V with the def2-TZVPD basis set).

Element x y z (Å)
H: -0.45 0.91 -2.06
H: 1.10 -0.62 2.13
N: 0.01 -0.73 0.31
C: -0.64 0.47 -0.03
O: -1.46 1.07 0.56
N: 0.05 0.61 -1.19
O: 0.53 -1.15 1.44
O: 0.85 -0.55 -1.17

HOMO = -9.6 eV
SMILES = O=c1[nH]on1O
multiplicity = 1
gap between HOMO and LUMO = 9.7 eV

Bottom line: #B, by a margin of 2.194 eV.

#A
Entry from the Open Molecules 2025 dataset: one molecule with the formula C5H5NS (ωB97M-V with the def2-TZVPD basis set).

Element x y z (Å)
H: -0.17 2.00 -0.53
H: -2.08 -0.19 0.95
C: -1.62 -0.21 -0.04
C: 0.44 1.18 -0.17
S: 2.15 -1.75 -0.15
C: 1.82 1.36 0.03
C: -0.11 -0.04 0.02
H: -2.06 0.62 -0.60
N: 2.98 1.56 0.12
H: -0.05 -2.10 0.59
H: -1.95 -1.12 -0.48
C: 0.64 -1.31 0.26

HOMO = -9.0 eV
SMILES = C/C(C=S)=C/C#N
multiplicity = 1
gap between HOMO and LUMO = 7.5 eV

#B
Entry from the Open Molecules 2025 dataset: one molecule with the formula C5H5NS (ωB97M-V with the def2-TZVPD basis set).

Element x y z (Å)
C: 1.20 1.29 -0.13
C: -0.05 1.01 -0.16
H: -2.13 -1.53 0.08
N: -1.28 -0.89 -0.22
H: -1.49 0.73 1.10
S: 2.44 0.06 -0.20
C: 1.39 -1.30 0.08
H: 1.54 2.34 0.17
C: 0.10 -1.08 -0.15
H: -2.29 1.01 -0.59
C: -1.42 0.55 0.08
H: 1.99 -2.20 -0.06

HOMO = -7.7 eV
multiplicity = 1
gap between HOMO and LUMO = 7.9 eV

#C
Entry from the Open Molecules 2025 dataset: C5H5NS as an isolated structure (ωB97M-V with the def2-TZVPD basis set).

Element x y z (Å)
S: -3.24 -0.38 0.14
N: -0.61 -0.99 -0.35
C: -1.05 1.25 -0.24
C: 0.61 -0.35 -0.16
H: -0.86 -1.91 -0.18
C: 0.24 1.00 -0.03
C: 1.91 -0.68 0.23
H: 2.72 0.08 0.32
C: -1.62 -0.13 -0.18
H: 2.40 -1.77 -0.01
H: 1.26 1.69 0.62
H: -1.77 2.17 -0.15

HOMO = -8.5 eV
multiplicity = 1
gap between HOMO and LUMO = 7.7 eV

Bottom line: #A, by a margin of 1.453 eV.

#A
Entry from the Open Molecules 2025 dataset: a 2-piece molecular cluster, C3H8NO2 overall (ωB97M-V with the def2-TZVPD basis set).

Element x y z (Å)
H: -3.27 0.85 -0.95
H: 2.40 -0.40 0.11
H: -2.52 1.99 0.37
O: 1.61 -1.89 2.09
C: 1.35 -0.24 0.38
O: -1.70 1.95 -1.47
H: 0.92 -2.33 0.18
C: -2.51 1.61 -0.66
H: 0.62 -0.39 -1.58
H: -0.24 -1.48 1.19
H: 1.28 0.55 1.13
N: 0.55 0.20 -0.78
C: 0.88 -1.58 1.02
H: 0.64 1.16 -1.04

total charge = -1
HOMO = -2.0 eV
multiplicity = 1
gap between HOMO and LUMO = 5.4 eV

#B
Entry from the Open Molecules 2025 dataset: an isolated ion of composition C3H8NO2 and charge -1 (ωB97M-V with the def2-TZVPD basis set).

Element x y z (Å)
O: 1.59 1.83 -1.06
H: 1.26 -0.82 0.14
O: -1.38 -2.67 0.16
H: -0.27 -1.22 1.77
H: -2.26 -0.82 -0.14
H: 1.43 2.75 -0.81
H: -0.64 -1.15 -0.93
C: 0.70 0.05 0.54
C: -1.30 -1.41 -0.09
N: -0.55 -0.51 1.10
H: 0.08 0.63 -1.40
H: 1.29 0.49 1.36
C: 0.45 1.12 -0.51
H: -0.38 1.73 -0.12

total charge = -1
HOMO = -2.6 eV
SMILES = [O-]CNCCO
multiplicity = 1
gap between HOMO and LUMO = 6.1 eV

#C
Entry from the Open Molecules 2025 dataset: C3H8NO2 as an isolated structure (ωB97M-V with the def2-TZVPD basis set).

Element x y z (Å)
C: -0.91 -1.57 -0.28
H: 0.69 -0.46 -0.02
H: -0.21 2.19 0.69
H: -2.71 -2.65 -0.71
C: 1.59 1.42 0.20
H: 1.67 1.08 1.26
N: 0.61 2.49 0.15
H: -2.16 -2.61 1.07
C: -2.00 -2.32 0.03
H: -0.81 -1.17 -1.30
O: 1.30 0.37 -0.71
H: 0.28 2.65 -0.84
H: 2.57 1.84 -0.10
O: 0.09 -1.26 0.56

total charge = -1
HOMO = -3.8 eV
multiplicity = 1
gap between HOMO and LUMO = 8.2 eV

Bottom line: #C, by a margin of 1.285 eV.

#A
Entry from the Open Molecules 2025 dataset: a 2-piece molecular cluster, C2H5O2S overall (ωB97M-V with the def2-TZVPD basis set).

Element x y z (Å)
H: -2.30 1.29 -0.49
S: 1.58 0.74 0.35
H: 3.28 -0.42 1.44
H: 2.94 -1.41 -0.01
O: -1.05 -0.36 -0.24
H: 0.14 0.21 -0.18
C: 2.47 -0.79 0.80
H: 1.94 -1.55 1.37
C: -2.14 0.23 -0.62
O: -3.11 -0.50 -0.89

total charge = -1
HOMO = -4.0 eV
multiplicity = 1
gap between HOMO and LUMO = 7.9 eV

#B
Entry from the Open Molecules 2025 dataset: a 2-piece molecular cluster, C2H5O2S overall (ωB97M-V with the def2-TZVPD basis set).

Element x y z (Å)
H: -2.76 -1.35 1.20
S: 1.71 -0.76 0.03
O: -1.30 0.06 1.35
H: 0.88 1.53 0.04
C: -1.97 -0.75 0.67
O: -1.88 -1.00 -0.56
H: 2.47 1.37 -0.77
C: 1.49 0.92 -0.62
H: 0.98 0.89 -1.58
H: 0.38 -0.90 0.23

total charge = -1
HOMO = -4.3 eV
multiplicity = 1
gap between HOMO and LUMO = 7.9 eV

Bottom line: #B, by a margin of 0.420 eV.

#A
Entry from the Open Molecules 2025 dataset: a 2-piece molecular cluster, C8H16O4 overall (ωB97M-V with the def2-TZVPD basis set).

Element x y z (Å)
C: -4.57 -5.53 3.16
O: -9.32 -10.10 5.62
H: -2.04 -3.27 2.62
H: -9.00 -11.68 3.83
H: -6.02 -8.00 7.47
C: -2.57 -4.18 2.96
H: -6.08 -8.43 5.73
H: -7.90 -10.58 2.93
H: -8.09 -9.32 7.91
H: -2.06 -5.06 2.54
O: -4.31 -6.61 2.23
H: -5.50 -8.28 2.15
C: -4.10 -4.17 2.68
C: -7.95 -11.37 3.71
C: -7.41 -9.53 7.06
O: -7.31 -10.83 4.96
H: -4.29 -4.06 1.59
H: -4.54 -8.08 3.65
C: -6.69 -8.26 6.63
H: -2.52 -4.22 4.06
H: -7.36 -7.40 6.44
H: -7.37 -12.24 3.37
C: -4.53 -7.96 2.55
H: -6.67 -10.29 7.41
O: -5.02 -5.58 4.29
H: -4.63 -3.34 3.20
C: -8.09 -10.21 5.84
H: -3.75 -8.62 2.13

HOMO = -9.9 eV
SMILES = CCC(=O)OC.CCC(=O)OC
multiplicity = 1
gap between HOMO and LUMO = 10.6 eV

#B
Entry from the Open Molecules 2025 dataset: a 2-piece molecular cluster, C8H16O4 overall (ωB97M-V with the def2-TZVPD basis set).

Element x y z (Å)
C: 1.11 -0.45 4.17
O: -2.49 -1.78 1.86
H: 2.57 3.84 2.29
H: -2.34 0.80 2.73
H: -4.08 0.39 2.80
O: 2.01 2.38 3.61
H: -0.61 -3.61 1.95
C: -2.79 -0.89 4.05
O: -1.50 -2.70 3.66
H: -0.21 -4.34 3.54
H: -1.82 -0.74 4.56
H: 0.82 3.44 2.23
C: 1.62 0.63 5.21
C: -1.00 -3.82 2.96
H: 2.72 0.55 5.19
H: 1.95 -1.06 3.81
H: 1.29 0.43 6.24
C: 1.32 1.99 4.71
H: -1.87 -4.50 2.87
H: 1.46 4.51 3.52
H: 0.37 -1.11 4.65
C: 1.68 3.62 2.90
H: -3.49 -1.34 4.78
C: -3.15 0.46 3.39
H: -3.30 1.21 4.19
O: 0.39 2.62 5.19
C: -2.34 -1.86 3.06
H: 0.62 0.03 3.30

HOMO = -10.1 eV
SMILES = CCC(=O)OC.CCC(=O)OC
multiplicity = 1
gap between HOMO and LUMO = 10.9 eV

Bottom line: #B, by a margin of 0.223 eV.